C36H35F6GeIrN6Sb as an isolated structure, computed with ωB97M-V/def2-TZVPD.

DFT total energy ... -129021.7230 eV
Multiplicity ... 2
Charge ... +2
Largest force on an atom ... 3.25 eV/Å

Each line ends with the Mulliken spin population.
Positions of all 86 atoms, in Å:
Ir (1.027, -0.032, 0.892)  -0.02
Sb (3.450, -0.868, -1.669)  0.00
Ge (-1.013, -0.092, -2.389)  0.00
F (5.119, -1.610, -1.382)  0.00
F (2.516, -2.528, -1.665)  0.00
F (3.173, -0.968, 0.302)  0.01
F (3.924, 0.951, -1.416)  0.00
F (1.581, -0.047, -1.593)  0.00
F (3.401, -0.720, -3.525)  0.00
N (0.453, 0.121, 3.087)  0.38
N (0.367, -2.193, 1.640)  0.06
N (2.092, 1.897, 1.769)  -0.04
N (-1.671, 5.000, 0.779)  0.00
N (-1.807, 2.624, 0.236)  -0.01
N (-0.700, 0.561, -0.333)  -0.02
C (2.032, 3.323, 3.769)  -0.06
C (-0.098, 3.905, -3.584)  0.00
C (-1.221, -0.732, 4.687)  0.13
C (0.949, 1.147, 3.815)  0.01
C (-1.704, -3.085, 4.621)  0.13
C (-3.026, -2.278, -2.472)  0.00
C (-2.489, 3.682, -3.559)  0.00
C (0.133, -1.264, -3.635)  0.00
C (-0.969, -3.204, 3.448)  -0.05
C (1.648, 2.171, 3.113)  0.13
C (-5.084, -2.327, -1.240)  0.00
C (-4.216, -2.910, -2.148)  0.00
C (-1.102, 1.798, -3.054)  0.00
C (-0.336, -2.105, 2.899)  0.06
C (-4.785, -1.093, -0.687)  0.00
C (-1.867, -1.835, 5.205)  -0.04
C (0.902, 1.251, 5.227)  0.16
C (1.515, -3.093, 1.701)  0.00
C (-0.352, -0.861, 3.581)  0.01
C (3.510, 1.524, 1.852)  0.02
C (0.666, -0.645, -4.745)  0.00
C (-2.705, -1.060, -1.890)  0.00
C (1.890, 2.995, 0.826)  0.00
C (1.145, -3.333, -4.212)  0.00
C (-0.540, -2.594, 0.561)  -0.01
C (-2.368, 2.344, -3.219)  0.00
C (1.328, 2.391, 5.867)  -0.04
C (-1.723, 3.886, 0.511)  0.00
C (-1.359, 4.460, -3.733)  0.00
C (1.459, -1.399, -5.601)  0.00
C (-3.595, -0.458, -1.006)  0.00
C (0.034, 2.567, -3.248)  0.00
C (1.823, 3.465, 5.136)  0.17
C (0.323, -2.601, -3.363)  0.00
C (-1.157, 1.643, -0.052)  0.00
C (1.700, -2.730, -5.324)  0.00
H (0.576, 0.404, 5.807)  -0.01
H (-4.462, -3.853, -2.608)  0.00
H (1.350, -4.364, -3.971)  0.00
H (2.626, 3.789, 0.971)  0.00
H (3.619, 0.629, 2.462)  0.00
H (2.548, 4.105, 3.234)  0.01
H (1.304, 2.444, 6.945)  0.00
H (3.911, 1.339, 0.861)  0.00
H (-1.459, 5.499, -4.008)  0.00
H (4.097, 2.326, 2.310)  0.00
H (2.008, 2.633, -0.196)  0.00
H (-0.809, -3.652, 0.632)  0.00
H (0.485, 0.400, -4.956)  0.00
H (1.886, -0.923, -6.471)  0.00
H (-3.254, 1.735, -3.097)  0.00
H (0.786, 4.504, -3.733)  0.00
H (-1.408, 0.248, 5.097)  0.00
H (-2.361, -2.728, -3.195)  0.00
H (-3.374, 0.510, -0.579)  0.00
H (1.998, -3.151, 0.726)  0.00
H (-1.457, -2.007, 0.598)  0.00
H (-2.513, -1.723, 6.062)  0.00
H (1.021, 2.132, -3.141)  0.00
H (-0.905, -4.168, 2.966)  0.00
H (0.898, 3.424, 0.954)  0.00
H (-5.992, -2.837, -0.956)  0.00
H (2.117, 4.373, 5.636)  0.00
H (1.203, -4.102, 1.988)  0.00
H (-3.473, 4.102, -3.699)  0.00
H (2.236, -2.734, 2.431)  0.00
H (-0.118, -3.089, -2.506)  0.00
H (-2.174, -3.957, 5.049)  0.00
H (-5.476, -0.614, -0.008)  0.00
H (-0.041, -2.424, -0.396)  0.01
H (2.332, -3.307, -5.985)  0.00



C36H35MoN4OTe as an isolated structure, computed with ωB97M-V/def2-TZVPD.

DFT total energy ... -55042.2289 eV
Multiplicity ... 4
Charge ... +2
Largest force on an atom ... 0.40 eV/Å

Each line ends with the Mulliken spin population.
Positions of all 78 atoms, in Å:
Te (4.168, -1.041, 1.623)  0.76
Mo (1.753, 0.537, -0.309)  2.08
O (1.385, -1.572, -0.192)  0.00
N (1.974, 2.647, 0.118)  -0.07
N (-0.676, 1.539, -2.170)  0.13
N (0.803, 0.775, 1.645)  0.00
N (2.849, -0.487, -1.410)  -0.07
C (0.296, -4.170, -3.347)  0.00
C (0.385, 2.046, 1.831)  0.03
C (3.064, -3.709, 2.532)  0.00
C (0.184, 1.139, -1.508)  -0.15
C (-1.143, 1.308, 3.510)  0.02
C (6.168, -0.739, 1.941)  0.01
C (0.287, -0.217, 2.381)  0.03
C (2.350, -5.432, 5.846)  0.00
C (1.705, -2.474, -2.407)  0.00
C (1.095, 3.088, 1.046)  0.02
C (3.323, -3.182, 5.266)  0.00
C (1.691, 5.348, 0.546)  0.02
C (4.364, -0.939, 4.871)  0.02
C (8.320, -1.389, 2.751)  -0.01
C (2.523, -2.501, -3.539)  -0.01
C (7.014, -1.744, 2.465)  -0.01
C (8.812, -0.104, 2.523)  0.09
C (6.578, -3.166, 2.696)  0.01
C (2.776, -4.394, 4.848)  0.01
C (7.963, 0.850, 1.948)  0.01
C (1.113, -4.201, -4.473)  0.00
C (3.610, -2.508, 3.002)  0.11
C (2.597, 4.884, -0.393)  -0.01
C (3.750, -2.218, 4.365)  -0.07
C (2.652, -4.633, 3.484)  0.00
C (2.904, -4.053, 1.073)  0.05
C (6.653, 0.561, 1.638)  -0.03
C (2.008, -1.547, -1.334)  -0.03
C (-0.614, 2.336, 2.745)  -0.01
C (0.592, -3.311, -2.306)  0.00
C (-0.671, 0.015, 3.345)  -0.01
C (5.789, 1.617, 0.997)  0.02
C (2.226, -3.373, -4.570)  0.00
C (2.700, 3.522, -0.587)  0.03
C (10.222, 0.254, 2.874)  0.00
C (0.933, 4.443, 1.274)  0.00
H (5.020, 1.986, 1.680)  0.00
H (0.647, -1.212, 2.156)  0.00
H (10.243, 0.759, 3.844)  0.01
H (2.853, -3.407, -5.452)  0.00
H (-0.983, 3.343, 2.866)  0.00
H (8.351, 1.839, 1.731)  0.00
H (5.854, -3.506, 1.955)  0.00
H (6.128, -3.291, 3.683)  0.01
H (-1.923, 1.519, 4.229)  0.00
H (5.300, 1.241, 0.094)  0.00
H (6.400, 2.467, 0.700)  0.00
H (3.200, 5.559, -0.983)  0.00
H (10.649, 0.941, 2.142)  0.00
H (2.235, -5.008, 6.842)  0.00
H (3.422, -2.983, 6.328)  0.00
H (2.230, -5.575, 3.148)  0.00
H (-0.036, -3.267, -1.427)  0.00
H (3.518, -3.434, 0.415)  0.00
H (1.571, 6.411, 0.714)  0.00
H (3.355, 3.105, -1.341)  0.00
H (8.990, -2.145, 3.146)  0.00
H (5.447, -0.929, 4.721)  0.00
H (1.867, -3.940, 0.752)  0.00
H (3.097, -6.227, 5.905)  0.00
H (3.955, -0.055, 4.372)  0.00
H (10.856, -0.627, 2.943)  0.00
H (4.176, -0.822, 5.937)  0.00
H (0.232, 4.802, 2.013)  0.00
H (3.197, -5.087, 0.893)  0.01
H (7.442, -3.826, 2.638)  0.00
H (-0.571, -4.814, -3.291)  0.00
H (-1.058, -0.808, 3.929)  0.00
H (0.877, -4.876, -5.285)  0.00
H (1.407, -5.894, 5.554)  0.00
H (3.378, -1.840, -3.600)  0.00



C36H35N2PS3Ta as an isolated structure, computed with ωB97M-V/def2-TZVPD.

Charge ... +3
Energy above the lowest of the compared OMol25 structures with the same formula, charge and spin ... 1.8 kcal per mole
Largest force on an atom ... 0.67 eV/Å

Each line ends with the Löwdin charge.
Positions of all 78 atoms, in Å:
Ta (-0.974, 0.059, -0.283)  1.40
S (-3.642, 0.156, -0.129)  0.92
S (-1.695, 2.061, -1.997)  0.93
S (-1.502, 2.185, 1.322)  0.89
P (1.119, -0.579, 1.212)  1.02
N (0.606, -0.428, -2.874)  0.15
N (0.669, 0.226, -1.822)  -0.14
C (2.106, 0.075, 2.541)  -0.36
C (1.484, -2.837, -0.340)  -0.08
C (-3.967, 0.937, 1.460)  -0.44
C (-0.180, -1.570, 1.938)  -0.40
C (-1.224, 3.620, 0.262)  -0.46
C (-4.309, 1.343, -1.326)  -0.41
C (-0.122, -2.350, 3.090)  -0.02
C (2.713, 2.991, -0.457)  -0.04
C (-1.369, -1.424, 1.188)  -0.36
C (-1.948, 3.598, -1.069)  -0.42
C (3.757, 3.039, -1.369)  -0.02
C (2.162, -3.612, -1.271)  -0.04
C (-3.363, 1.590, -2.479)  -0.46
C (2.792, 1.211, -2.618)  0.00
C (1.709, 2.049, -0.633)  -0.11
C (-2.437, -2.957, 2.719)  -0.02
C (3.992, -2.040, -1.252)  -0.04
C (1.643, 1.183, 3.254)  -0.09
C (-2.505, -2.159, 1.596)  -0.13
C (3.484, 0.943, 4.775)  -0.03
C (-2.530, -2.157, -2.005)  -0.10
C (-1.257, -3.042, 3.471)  0.00
C (3.792, 2.154, -2.445)  -0.02
C (-1.735, -2.925, -4.157)  0.00
C (2.063, -1.654, 0.132)  -0.37
C (-2.662, -2.976, -3.129)  -0.02
C (-3.278, 2.266, 1.677)  -0.42
C (3.258, -0.602, 2.941)  -0.07
C (-0.646, -2.062, -4.063)  0.03
C (-0.518, -1.272, -2.938)  -0.29
C (3.411, -3.213, -1.727)  -0.03
C (1.756, 1.166, -1.701)  -0.28
C (3.942, -0.160, 4.067)  -0.03
C (2.333, 1.613, 4.374)  -0.04
C (-1.447, -1.283, -1.878)  -0.28
C (3.321, -1.253, -0.332)  -0.10
H (-3.020, 3.758, -0.966)  0.09
H (0.099, -2.000, -4.845)  0.14
H (-3.225, 0.692, -3.083)  0.09
H (-4.578, 2.252, -0.793)  0.09
H (-5.231, 0.909, -1.715)  0.11
H (4.976, -1.746, -1.595)  0.13
H (-1.234, -3.666, 4.356)  0.13
H (4.833, -0.681, 4.388)  0.13
H (-0.145, 3.661, 0.123)  0.06
H (3.776, -0.337, 0.028)  0.12
H (3.944, -3.825, -2.443)  0.13
H (-3.434, -2.122, 1.042)  0.07
H (-3.646, 0.197, 2.194)  0.09
H (0.526, -3.175, 0.037)  0.11
H (-3.305, -3.526, 3.029)  0.13
H (1.978, 2.466, 4.936)  0.12
H (1.724, -4.535, -1.625)  0.12
H (0.892, 2.001, 0.086)  0.02
H (4.544, 3.772, -1.247)  0.13
H (-3.500, -3.659, -3.195)  0.13
H (-1.558, 4.407, -1.687)  0.11
H (-1.504, 4.505, 0.836)  0.12
H (3.615, -1.469, 2.401)  0.11
H (-3.377, 2.553, 2.724)  0.11
H (-3.276, -2.235, -1.227)  0.07
H (-3.700, 3.069, 1.075)  0.09
H (0.744, 1.704, 2.942)  0.06
H (4.608, 2.201, -3.154)  0.13
H (-5.048, 1.052, 1.563)  0.12
H (2.686, 3.675, 0.382)  0.12
H (-1.852, -3.556, -5.028)  0.13
H (4.029, 1.285, 5.645)  0.13
H (2.817, 0.514, -3.444)  0.13
H (0.791, -2.420, 3.668)  0.13
H (-3.754, 2.370, -3.135)  0.12